No. 1
Density functional theory data (wB97M-V/def2-TZVPD) for a single C3H6N2OS2 molecule.

Computed properties:
Structure (SMILES): C/C=N\OC(=S)NS
Molar mass in g/mol: 150.23
Energy above the lowest of the compared OMol25 structures with the same formula, charge and spin in kcal/mol: 69.8
Electronic energy in eV: -29904.2973
Net charge: 0

XYZ file:
```
14
Properties=species:S:1:pos:R:3:forces:R:3
C -2.586176 0.450060 0.013680 0.1 0.4 -0.5
C -1.682436 -0.736391 -0.006232 -0.8 -0.5 -0.1
C 1.488745 0.550750 -0.011879 0.1 0.6 0.1
H -3.231224 0.389511 0.889677 0.0 0.1 0.0
H -3.235322 0.442915 -0.882632 0.3 -0.1 0.4
H -2.016549 1.391672 0.012332 -0.3 -0.4 0.1
H -2.111137 -1.743188 -0.037850 -0.1 0.3 0.1
H 1.501591 -1.450714 0.018133 0.2 0.2 0.0
H 4.055876 0.438159 0.036669 0.0 0.1 0.0
N -0.425339 -0.783949 -0.006774 0.6 0.2 -0.1
N 2.102167 -0.629045 -0.002353 -0.2 -0.3 0.0
O 0.116422 0.518986 -0.017525 0.6 0.0 0.1
S 2.221124 2.047548 -0.003250 -0.3 -0.6 0.0
S 3.802263 -0.886314 -0.002001 -0.2 0.1 0.0
```
Positions in Å, forces in eV/Å.


No. 2
Density functional theory data (wB97M-V/def2-TZVPD) for a single C3H6N2OS2 molecule in a non-equilibrium geometry.

Computed properties:
Molar mass in g/mol: 150.23
Energy above the lowest of the compared OMol25 structures with the same formula, charge and spin in kcal/mol: 131.6
Electronic energy in eV: -29901.6170
Net charge: 0

XYZ file:
```
14
Properties=species:S:1:pos:R:3:forces:R:3
C -1.172156 0.707002 -2.666506 -0.1 1.0 -2.0
C -1.180199 2.190741 -2.891683 0.2 -0.7 -0.2
C 0.830862 -0.953019 1.606104 0.7 -0.2 0.3
H -1.549600 0.120356 -3.503634 0.4 0.0 -0.3
H -0.799039 2.794939 -2.045270 -0.1 0.0 -0.1
H 2.813354 -1.306067 1.578718 -0.1 0.0 0.2
H 2.048743 -1.794833 3.034766 0.0 0.1 -0.1
H -0.125251 -0.962670 3.428247 0.0 0.0 -0.2
H -1.118203 -0.709406 2.052102 0.1 -0.1 0.1
N 2.022199 -1.227275 2.200000 0.3 0.0 0.1
N -0.247497 -1.050259 2.428706 -0.3 0.1 -0.2
O -1.575410 2.675787 -3.923386 -0.1 0.2 0.2
S -0.649062 0.046935 -1.297796 -7.8 2.7 -3.9
S 0.701259 -0.532232 -0.000367 6.8 -3.1 6.1
```
Positions in Å, forces in eV/Å.


No. 3
Density functional theory data (wB97M-V/def2-TZVPD) for a single C3H6N2S molecule in a non-equilibrium geometry.

Computed properties:
Structure (SMILES): NC(N)=CC=S
Molar mass in g/mol: 102.16
Energy above the lowest of the compared OMol25 structures with the same formula, charge and spin in kcal/mol: 8.8
Electronic energy in eV: -17023.6574
Net charge: 0

XYZ file:
```
12
Properties=species:S:1:pos:R:3:forces:R:3
C 0.238145 0.184341 -0.454258 0.1 0.0 0.0
C -0.250212 -0.920305 0.251267 0.0 -0.6 -0.2
C -0.911683 -0.884282 1.479699 -0.2 -0.4 0.3
H 0.382913 2.238327 -0.583129 -0.2 -0.9 0.6
H -0.247137 1.551521 0.940436 0.0 0.0 -0.2
H 1.466108 0.696553 -2.041491 -0.8 -0.5 0.5
H 0.968091 -0.929212 -2.009177 -0.2 0.5 0.3
H -0.097717 -1.901448 -0.233945 -0.1 0.6 0.4
H -1.237292 -1.881713 1.840606 0.2 0.6 -0.3
N 0.203890 1.425628 0.022789 0.0 0.9 -0.2
N 0.766086 0.021288 -1.701566 0.9 0.0 -0.8
S -1.281193 0.399301 2.488770 0.1 -0.2 -0.2
```
Positions in Å, forces in eV/Å.


No. 4
Density functional theory data (wB97M-V/def2-TZVPD) for a single C3H6N2S molecule in a non-equilibrium geometry.

Computed properties:
Structure (SMILES): N[C@H]1CSC=N1
Molar mass in g/mol: 102.16
Energy above the lowest of the compared OMol25 structures with the same formula, charge and spin in kcal/mol: 44.7
Electronic energy in eV: -17022.1005
Net charge: 0

XYZ file:
```
12
Properties=species:S:1:pos:R:3:forces:R:3
C -0.449930 -0.154520 -0.261737 3.5 1.6 0.4
C 0.819967 0.479054 0.413338 -1.4 -1.6 2.1
C 1.229926 -1.931038 -0.409832 -0.7 4.0 1.1
N -1.628622 0.499173 0.392408 1.8 -2.0 -0.3
N 0.009922 -1.602011 -0.444173 -1.8 -1.7 0.5
S 2.286429 -0.437446 -0.048506 -0.1 -1.0 0.1
H -1.721213 0.338097 1.398473 0.1 -0.3 -0.4
H -0.549244 0.220070 -1.261622 0.1 -0.1 -0.8
H 1.037120 1.482797 0.212232 -0.2 1.5 -0.5
H 0.513513 0.408821 1.543069 1.2 0.0 -1.6
H 1.770960 -2.867557 -0.404109 -0.6 -0.3 -0.5
H -2.339678 0.037950 -0.114180 -1.9 -0.1 0.0
```
Positions in Å, forces in eV/Å.


No. 5
Density functional theory data (wB97M-V/def2-TZVPD) for a single C3H6N2S molecule in a non-equilibrium geometry.

Computed properties:
Structure (SMILES): NC(=S)[C@H]1CN1
Molar mass in g/mol: 102.16
Energy above the lowest of the compared OMol25 structures with the same formula, charge and spin in kcal/mol: 85.5
Electronic energy in eV: -17020.3338
Net charge: 0

XYZ file:
```
12
Properties=species:S:1:pos:R:3:forces:R:3
C 0.830423 -0.043274 -0.056491 1.5 3.5 1.3
C -0.568887 0.475660 0.051488 1.8 -1.5 -1.5
C -1.656814 -0.533847 -0.452061 2.1 0.5 -3.9
H 1.721681 1.804150 -0.525876 2.2 -3.8 3.1
H 2.830383 0.347874 0.523193 -1.2 1.1 -1.5
H -0.572456 1.517998 0.115025 -0.9 1.5 0.1
H -1.138787 -1.330734 -1.034110 -0.9 0.4 0.4
H -2.449092 0.019605 -0.879170 -1.3 -0.1 -0.3
H -0.729037 -1.120223 1.262048 -1.7 1.2 -0.9
N 1.961867 0.778330 0.111737 -3.3 4.0 -2.7
N -1.387375 -0.367600 0.844053 0.9 -1.2 5.7
S 1.158095 -1.547943 0.040168 0.9 -5.7 0.2
```
Positions in Å, forces in eV/Å.


No. 6
Density functional theory data (wB97M-V/def2-TZVPD) for a single C3H6N2S molecule in a non-equilibrium geometry.

Computed properties:
Structure (SMILES): S=CNN1CC1
Molar mass in g/mol: 102.16
Energy above the lowest of the compared OMol25 structures with the same formula, charge and spin in kcal/mol: 132.8
Electronic energy in eV: -17018.2844
Net charge: 0

XYZ file:
```
12
Properties=species:S:1:pos:R:3:forces:R:3
C 1.808487 0.889224 0.111984 -1.8 -2.3 -2.1
C -1.712908 -0.257912 0.035278 -1.5 -2.0 -0.3
C -0.370749 -1.198589 0.111794 -0.8 -5.5 2.5
H 2.361502 1.839746 0.083126 0.0 -0.5 0.5
H 0.123283 2.154881 -0.368296 0.6 -3.7 0.8
H -2.439827 0.171891 0.921859 3.0 -0.9 -1.9
H -2.310201 -0.556640 -0.863893 0.1 0.5 1.2
H -0.097236 -2.297932 -0.464566 -1.0 3.4 1.5
H 0.078222 -1.098735 1.078297 -0.1 -0.9 0.9
N 0.428897 1.114413 -0.061987 1.8 0.5 0.0
N -0.394073 -0.044618 -0.480803 0.6 7.9 -3.7
S 2.524606 -0.715732 -0.102794 -0.8 3.5 0.7
```
Positions in Å, forces in eV/Å.


No. 7
Density functional theory data (wB97M-V/def2-TZVPD) for C3H6N2S as an isolated structure in a non-equilibrium geometry.

Computed properties:
Molar mass in g/mol: 102.16
Energy above the lowest of the compared OMol25 structures with the same formula, charge and spin in kcal/mol: 132.7
Electronic energy in eV: -17018.2847
Net charge: 0

XYZ file:
```
12
Properties=species:S:1:pos:R:3:forces:R:3
C 0.212152 0.824042 -0.109257 1.7 1.2 3.1
C -1.910086 -0.389363 0.190201 1.9 -0.7 2.2
C -3.206938 -0.527631 -0.214510 -2.4 1.4 1.3
H 2.564142 -1.568522 -0.725852 0.3 3.1 1.6
H 0.732835 1.871522 0.116742 -0.9 -2.2 -1.2
H -1.714604 1.622556 0.600777 3.0 -2.3 -2.7
H -1.113978 -1.071431 1.036664 -3.2 1.3 -2.9
H -3.911516 0.436492 -0.761926 2.8 -3.1 1.4
H -3.990372 -1.319478 0.307827 2.6 1.8 -1.6
N 0.726777 -0.336728 0.040005 2.6 0.6 -1.0
N -1.092869 0.824262 -0.013122 -8.2 2.8 1.6
S 2.464085 -0.176636 0.002436 -0.2 -4.1 -1.7
```
Positions in Å, forces in eV/Å.


No. 8
Density functional theory data (wB97M-V/def2-TZVPD) for a single C3H6N2S molecule in a non-equilibrium geometry.

Computed properties:
Structure (SMILES): S=C1CCNN1
Molar mass in g/mol: 102.16
Energy above the lowest of the compared OMol25 structures with the same formula, charge and spin in kcal/mol: 33.3
Electronic energy in eV: -17022.5981
Net charge: 0

XYZ file:
```
12
Properties=species:S:1:pos:R:3:forces:R:3
C 1.184377 -0.169787 -0.102351 1.8 0.9 0.4
C 0.210019 0.998345 -0.258874 1.6 0.3 0.8
C -0.999900 0.375839 0.387980 -1.6 1.7 0.6
H 0.595513 1.897020 0.281740 -0.3 -0.7 -0.8
H 0.129795 1.159816 -1.340620 -0.3 0.3 0.2
H -1.906878 0.885819 0.028540 0.0 -0.6 0.0
H -1.024482 0.521709 1.508267 0.4 -0.4 -1.1
H -1.270570 -1.147685 -0.912020 -0.8 0.0 -1.1
H 0.749555 -2.089312 0.354345 0.3 -0.5 0.0
N -0.934749 -1.020247 0.009664 -1.1 -0.1 1.0
N 0.418663 -1.246698 -0.064388 1.2 -1.0 0.2
S 2.848657 -0.164824 0.107717 -1.3 0.1 -0.3
```
Positions in Å, forces in eV/Å.


No. 9
Density functional theory data (wB97M-V/def2-TZVPD) for a single C3H6N2S2 molecule in a non-equilibrium geometry.

Computed properties:
Structure (SMILES): C=C1CSSNN1
Molar mass in g/mol: 134.23
Energy above the lowest of the compared OMol25 structures with the same formula, charge and spin in kcal/mol: 74.5
Electronic energy in eV: -27855.8660
Net charge: 0

XYZ file:
```
13
Properties=species:S:1:pos:R:3:forces:R:3
C 0.261997 -0.244536 -0.499937 -0.1 -2.1 -0.6
C -1.223306 -0.436848 -0.600756 -1.0 -0.5 1.8
C 1.039592 -1.315369 -0.227156 -0.8 -0.7 -1.9
N 0.695027 1.067077 -0.416071 1.3 0.8 -1.6
N -0.041361 1.730333 0.538355 -0.4 1.0 3.6
S -1.809717 -0.335316 1.250688 0.2 0.0 -0.6
S -0.117146 0.529010 1.987237 -0.7 1.5 -0.1
H -1.827203 0.289862 -1.095405 0.3 1.2 -0.3
H -1.701229 -1.359874 -0.958187 1.2 -0.3 0.1
H 0.557635 -2.301120 -0.359626 0.3 0.6 0.2
H 2.123051 -1.380305 -0.239137 -0.1 0.6 0.5
H 1.708795 1.108875 -0.354421 -0.1 0.0 0.4
H 0.333865 2.648211 0.974415 -0.2 -2.0 -1.6
```
Positions in Å, forces in eV/Å.


Which formula does entry 4 have?
C3H6N2S